[1]
Density functional theory data (wB97M-V/def2-TZVPD) for a 11-piece molecular cluster, H22O11 overall in a non-equilibrium geometry.

Structure (XYZ):
```
33
Properties=species:S:1:pos:R:3:mulliken_charge:R:1
H -3.3562 0.1605 1.4071 0.324
H -3.1139 1.8105 3.4807 0.314
H 0.7429 -2.7364 1.2456 0.341
H 1.4311 -2.0615 0.0782 0.236
H 0.7692 -0.5127 2.7031 0.080
H -3.3155 -0.9158 0.3433 0.500
H 2.5065 -0.0863 -1.7648 0.475
H -2.9462 -2.0266 -1.1527 0.358
H -0.4945 -0.5468 -3.0412 0.304
H -1.5886 -1.3785 -1.3227 0.323
H 2.1260 -0.8386 3.2902 0.072
H -0.0658 0.1146 -0.6837 0.249
H -0.8682 2.0830 -1.4806 0.326
H -2.3229 2.3887 -1.1933 0.333
O -2.1885 -1.7157 -0.6573 -0.702
H 0.9006 -0.9643 -2.6271 0.218
O -1.6465 2.4879 -1.8634 -0.773
H -0.6513 0.3846 0.6860 0.083
H -1.8580 1.5485 2.6769 0.357
H 3.3633 -0.3221 0.0635 0.199
O 2.4118 2.6953 0.0374 -0.689
O -3.9215 -0.3840 0.8592 -0.821
H 2.4826 2.3821 0.9391 0.336
O -0.0120 -0.9831 -2.3389 -0.706
O 1.2772 -2.9199 0.4728 -0.677
O 2.4439 -0.5070 -0.1284 -0.621
O -2.8131 1.5340 2.6151 -0.852
O -0.0425 0.7415 0.0393 -0.499
O 2.5938 -0.1275 -2.7171 -0.813
H 1.5731 2.3521 -0.2708 0.292
H 1.9734 -0.2242 0.6557 0.167
O 1.7075 -0.4156 2.5404 -0.078
H 2.9023 -1.0167 -2.8915 0.345
```

Lowest unoccupied orbital energy (spin up / spin down) ... 2.7 / 2.6 eV
Spin multiplicity ... 2
Charge ... -1



[2]
Density functional theory data (wB97M-V/def2-TZVPD) for an isolated ion of composition C6H8N4O and charge +2 in a non-equilibrium geometry.

Structure (XYZ):
```
19
Properties=species:S:1:pos:R:3:mulliken_charge:R:1
C 1.0749 -0.4237 0.1477 0.506
C 4.2750 0.5758 -0.3547 -0.085
C -1.8718 -2.0686 -0.0391 -0.725
O 1.3820 -1.5898 0.0582 -0.372
H 0.0393 2.1738 0.2905 0.493
C -0.4490 0.0541 0.1499 0.830
C -0.6972 1.4376 0.1496 -0.813
H -2.3315 2.7914 -0.0169 0.376
H -3.8414 0.4898 0.1900 0.372
H 4.9076 0.6880 -1.3367 0.366
H -2.5328 -2.3112 -0.9204 0.336
N -2.0078 1.7701 0.1139 0.029
H 5.0102 0.1726 0.4320 0.307
N 3.1077 0.5366 0.0155 0.254
C -2.9053 0.8947 -0.1666 -0.047
H -2.6374 -2.3551 0.7197 0.330
H -1.0223 -2.7436 0.2135 0.326
N -1.4648 -0.7610 0.0283 -0.375
N 1.9645 0.6687 0.3257 -0.108
```

Lowest unoccupied orbital energy ... -10.6 eV
Charge ... +2



[3]
Density functional theory data (wB97M-V/def2-TZVPD) for C6H15NO2Tl as an isolated structure in a non-equilibrium geometry.

Structure (XYZ):
```
25
Properties=species:S:1:pos:R:3:mulliken_charge:R:1
C -1.0308 -0.4046 1.2914 -0.560
H 3.0952 -1.7454 0.0106 0.506
C -2.4275 -0.1643 0.7649 -0.666
H -3.3399 2.4085 -1.1248 0.214
C 2.1765 -1.3076 -0.3800 -0.696
H 1.3896 -0.1067 1.1996 0.378
H -2.9818 2.3906 0.5940 0.406
Tl -0.3797 1.8541 -3.5356 0.974
H 1.8998 -2.0521 -1.1265 0.376
H 4.4459 -0.1595 -1.1141 0.381
H 3.5751 1.1183 -0.1556 0.351
H -1.1520 -1.0875 2.1323 0.427
H -4.3757 1.4942 0.0380 0.352
C -3.3603 1.7861 -0.2302 -0.608
H -3.1316 0.1116 1.5499 0.520
H -0.4672 -1.8973 -0.0613 0.360
H -2.8087 -1.1309 0.4356 0.398
C 3.5717 0.4880 -1.0449 -0.632
H 1.3492 -1.8532 1.5079 0.404
H -0.7363 0.5447 1.7388 0.452
O 2.3656 -0.1484 -1.1836 -0.107
H 3.6863 1.1478 -1.9048 0.269
C 1.1789 -1.0808 0.7580 -0.312
N -0.1522 -0.9694 0.1833 -0.057
O -2.3900 0.7640 -0.3430 -0.130
```

Lowest unoccupied orbital energy ... -17.3 eV
Charge ... +3



[4]
Density functional theory data (wB97M-V/def2-TZVPD) for C26H21BCl2F2NORe as an isolated structure.

Structure (XYZ):
```
55
Properties=species:S:1:pos:R:3:mulliken_charge:R:1
C -1.8237 2.5506 4.3378 -0.626
H -3.7069 1.4963 -3.3297 0.438
H -2.2296 2.6111 0.9866 0.466
C 1.9596 -0.8412 -0.6759 -0.707
B 0.3262 2.1079 -0.5362 0.497
H 2.3179 -0.0149 -1.2804 0.529
C 0.5191 -0.9578 4.3707 0.640
H 0.3553 -4.4101 2.0057 0.294
C -0.6798 1.4419 -4.8823 -0.242
C -2.2819 2.9580 3.1093 -0.882
C 0.9735 -1.7004 -1.2139 1.115
O 0.2840 -0.9442 1.9647 -0.768
H 3.1462 -2.8511 1.7702 0.441
C -1.1056 1.6086 -6.1851 -0.659
F 1.5583 2.2441 -1.0746 -0.225
H -4.4510 1.7838 -5.6628 0.413
C 0.6635 -2.8739 -0.5168 -0.896
C -1.0066 1.4082 4.4234 0.178
H -2.7869 1.8392 -7.4944 0.404
H 0.7597 -5.3346 0.5602 0.445
H 0.6204 -0.7341 6.4975 0.480
H 3.4338 0.5232 1.3959 0.297
C -2.9843 1.5269 -4.1347 -0.494
H -0.3783 1.6521 -6.9845 0.405
F -0.1903 3.2482 -0.0334 -0.240
C -0.6742 0.7617 3.2176 0.655
Cl -0.8228 1.6111 7.1272 -0.225
H -2.9264 3.8190 3.0101 0.415
C -1.8939 2.2758 1.9572 -0.018
Re -0.1413 0.1855 0.3980 0.813
C 0.0857 -0.4300 3.1641 -0.538
Cl 1.3770 -2.4413 4.4039 -0.179
C -1.1672 1.2301 -2.5159 0.528
C -2.4611 1.7224 -6.4697 -0.422
C -0.4965 0.8478 5.6194 0.637
H 2.0087 -4.9738 1.7678 0.370
C 0.2422 -0.3028 5.5807 -0.741
C 2.5104 -2.5001 0.9691 -0.464
C -0.7193 1.0826 -1.3817 -0.295
C -3.3969 1.6831 -5.4432 -0.570
H 4.4572 -0.8929 1.6652 0.410
C 1.4386 -3.2963 0.5543 0.746
C 1.1312 -4.5832 1.2559 -1.608
H -2.0844 3.0870 5.2399 0.458
C 0.4865 -1.5217 -2.6264 -1.490
C -1.6212 1.3977 -3.8416 0.310
H 0.3740 1.3562 -4.6520 0.420
C 3.8484 -0.3731 0.9284 -1.539
H 0.7466 -0.5409 -3.0149 0.137
H 0.9686 -2.2760 -3.2508 0.461
H -0.5915 -1.6640 -2.7072 0.382
H 4.4895 -0.0441 0.1099 0.373
N -1.0889 1.2218 1.9931 -0.342
C 2.7487 -1.2585 0.4200 0.487
H -0.1203 -3.5210 -0.8957 0.523
```

Lowest unoccupied orbital energy (spin up / spin down) ... -3.7 / -4.4 eV
Spin multiplicity ... 4
Charge ... +1



ΔE to the lowest compared entry with this formula, charge and spin values (in kJ/mol) by entry order: 49.48; 463.05; 18.40; 69.12.